Entry from the Open Molecules 2025 dataset: a cluster of 9 separate species, C32H48NO27 in total (ωB97M-V/def2-TZVPD).

The energy above the lowest of the compared OMol25 structures with the same formula, charge and spin comes out at 411.1 kJ/mol. The HOMO energy is -7.6 eV. The value obtained for the orbital gap is 9.222 eV. The value obtained for the strongest force on any atom is 0.2271 hartree/bohr.

The geometry in ORCA input format:
```
! wB97M-V def2-TZVPD RIJCOSX def2/J DEFGRID3
* xyz -1 1
N 0.997 -0.531 0.667
O 2.116 -0.270 1.253
O 0.707 0.212 -0.307
O 0.281 -1.444 1.151
C 2.466 -3.619 0.031
C 1.811 -3.212 -1.244
C 2.640 -2.275 -2.227
O 2.444 -2.899 -3.457
C 1.967 -3.993 -3.451
O 1.727 -4.728 -4.391
O 1.775 -4.335 -2.147
H 2.637 -2.807 0.532
H 3.204 -4.240 0.067
H 1.711 -4.327 0.568
H 0.787 -2.804 -1.216
H 3.754 -2.075 -1.840
H 2.013 -1.367 -2.274
C 1.001 1.917 -4.842
C 0.827 0.319 -4.455
C -0.473 0.051 -3.571
O -0.956 -1.044 -4.253
C -0.324 -1.246 -5.390
O -0.684 -2.180 -6.165
O 0.510 -0.326 -5.659
H 1.529 2.449 -4.124
H -0.060 2.263 -5.245
H 1.547 2.178 -5.763
H 1.869 -0.014 -4.170
H -1.256 0.734 -3.521
H -0.463 -0.008 -2.650
C 3.851 4.119 -2.021
C 4.354 2.772 -1.342
C 3.242 1.754 -1.386
O 3.772 0.732 -2.256
C 4.873 1.109 -2.746
O 5.473 0.388 -3.558
O 5.367 2.238 -2.220
H 4.592 4.938 -2.294
H 3.351 4.547 -1.048
H 3.231 3.790 -2.938
H 4.727 3.028 -0.262
H 2.350 2.003 -1.565
H 3.130 1.381 -0.416
C -1.236 -2.095 4.760
C 0.220 -1.505 5.125
C 0.488 -0.125 4.537
O 0.176 0.776 5.533
C 0.285 0.053 6.693
O 0.382 0.640 7.778
O 0.346 -1.110 6.477
H -1.291 -2.461 3.726
H -1.822 -1.194 5.023
H -1.646 -2.476 5.525
H 1.188 -2.054 5.129
H -0.046 -0.055 3.575
H 1.613 0.127 4.140
C -1.100 -4.772 1.075
C -2.502 -5.174 1.303
C -2.838 -5.619 2.706
O -3.821 -4.762 3.136
C -4.103 -3.817 2.215
O -4.863 -2.815 2.269
O -3.387 -4.154 1.032
H -0.366 -5.673 1.497
H -0.805 -3.897 1.840
H -0.911 -4.393 -0.041
H -2.907 -5.862 0.599
H -1.998 -5.671 3.299
H -3.232 -6.642 2.685
C -3.112 3.067 0.184
C -2.401 4.158 -0.766
C -1.125 3.495 -1.387
O -1.333 3.430 -2.664
C -2.633 3.884 -3.028
O -3.171 3.771 -4.078
O -3.255 4.380 -1.884
H -2.431 2.379 0.630
H -3.503 2.400 -0.569
H -3.981 3.657 0.657
H -2.082 5.271 -0.586
H -0.823 2.563 -0.890
H -0.097 4.064 -1.306
C -2.804 -0.369 1.121
C -2.978 -0.878 -0.334
C -4.219 -1.727 -0.718
O -4.766 -1.066 -1.795
C -4.108 -0.066 -2.110
O -4.282 0.729 -3.127
O -3.159 0.209 -1.177
H -2.566 -1.201 1.685
H -3.615 0.217 1.495
H -2.021 0.339 0.849
H -2.124 -1.463 -0.757
H -4.905 -1.586 0.066
H -4.053 -2.831 -0.886
C 0.019 2.995 2.299
C 1.450 3.131 2.844
C 2.494 3.090 1.769
O 3.460 3.850 2.268
C 2.897 4.820 3.127
O 3.541 5.803 3.650
O 1.754 4.428 3.465
H -0.192 3.860 1.483
H -0.601 3.041 3.161
H -0.209 2.040 1.735
H 1.542 2.290 3.652
H 2.322 3.197 0.791
H 2.834 2.178 1.640
*
```

These are the Löwdin partial charges, in e, on atoms 1 to 99:
1. N -0.55
2. O -0.08
3. O -0.05
4. O -0.05
5. C 0.01
6. C -0.27
7. C -0.04
8. O 0.14
9. C -0.68
10. O 0.13
11. O 0.05
12. H 0.01
13. H 0.03
14. H 0.12
15. H 0.14
16. H 0.19
17. H 0.11
18. C 0.01
19. C -0.18
20. C -0.07
21. O 0.10
22. C -0.59
23. O 0.08
24. O 0.12
25. H 0.01
26. H 0.13
27. H 0.07
28. H 0.15
29. H 0.11
30. H 0.02
31. C -0.01
32. C -0.27
33. C -0.08
34. O 0.11
35. C -0.62
36. O 0.10
37. O 0.10
38. H 0.09
39. H 0.10
40. H 0.10
41. H 0.18
42. H 0.05
43. H 0.09
44. C 0.06
45. C -0.20
46. C -0.18
47. O 0.06
48. C -0.67
49. O 0.10
50. O 0.15
51. H 0.08
52. H 0.11
53. H -0.01
54. H 0.17
55. H 0.12
56. H 0.17
57. C -0.03
58. C -0.43
59. C -0.13
60. O 0.09
61. C -0.40
62. O 0.10
63. O 0.03
64. H 0.15
65. H 0.11
66. H 0.13
67. H 0.15
68. H 0.10
69. H 0.15
70. C 0.01
71. C -0.26
72. C -0.25
73. O 0.03
74. C -0.44
75. O 0.18
76. O 0.03
77. H 0.03
78. H 0.06
79. H 0.12
80. H 0.18
81. H 0.11
82. H 0.15
83. C 0.02
84. C -0.29
85. C -0.08
86. O 0.15
87. C -0.53
88. O 0.06
89. O 0.04
90. H 0.04
91. H 0.09
92. H 0.06
93. H 0.16
94. H 0.10
95. H 0.15
96. C -0.01
97. C -0.22
98. C -0.21
99. O 0.08

***

Entry from the Open Molecules 2025 dataset: an isolated molecule of CH6N2O2 (ωB97M-V/def2-TZVPD).

The energy above the lowest of the compared OMol25 structures with the same formula, charge and spin comes out at 582.6 kJ/mol. The HOMO energy is -8.9 eV. The value obtained for the orbital gap is 9.725 eV. The value obtained for the strongest force on any atom is 0.0908 hartree/bohr.

The geometry in ORCA input format:
```
! wB97M-V def2-TZVPD RIJCOSX def2/J DEFGRID3
* xyz 0 1
N -2.285 0.280 -0.054
O -1.426 -0.605 0.656
C 0.083 -0.156 0.707
O 0.513 -0.383 -0.584
N 2.058 0.017 -0.310
H -1.757 1.131 -0.251
H -2.456 -0.191 -0.943
H 0.520 -0.824 1.453
H 0.076 0.898 1.009
H 2.496 -0.855 -0.612
H 2.179 0.688 -1.071
*
```

Here is what Löwdin gives for the atomic charges, in e:
1. N -0.01
2. O -0.23
3. C -0.24
4. O -0.15
5. N 0.10
6. H 0.06
7. H 0.07
8. H 0.12
9. H 0.12
10. H 0.08
11. H 0.07

***

Entry from the Open Molecules 2025 dataset: a structure of composition C28H21BeClGeNO5S4 (ωB97M-V/def2-TZVPD).

The energy above the lowest of the compared OMol25 structures with the same formula, charge and spin comes out at 21.3 kJ/mol. The HOMO energy (alpha / beta) is 0.8 / -2.9 eV. The value obtained for the orbital gap (alpha / beta) is 3.408 / 7.115 eV. The value obtained for the strongest force on any atom is 0.0090 hartree/bohr.

The geometry in ORCA input format:
```
! wB97M-V def2-TZVPD RIJCOSX def2/J DEFGRID3
* xyz -2 2
Be 0.308 0.860 1.635
S -3.481 2.254 0.496
C -1.930 1.758 0.587
S -1.523 -0.001 0.330
S -0.530 2.685 0.905
O 0.808 -1.690 2.992
C 0.485 -0.756 3.755
N 0.062 0.497 3.220
S -0.188 1.618 4.383
O -1.530 2.163 4.338
O 0.865 2.621 4.359
C 0.023 0.507 5.706
C -0.153 0.727 7.049
C 0.112 -0.308 7.949
C 0.560 -1.562 7.443
C 0.727 -1.787 6.103
C 0.450 -0.746 5.175
H -0.490 1.696 7.403
H -0.020 -0.160 9.014
H 0.772 -2.364 8.145
H 1.062 -2.749 5.731
Cl 4.664 -1.400 0.330
C 3.248 -1.334 1.455
C 2.011 -0.858 0.705
O 1.482 -1.591 -0.119
O 1.631 0.343 0.984
H 3.506 -0.657 2.260
H 3.078 -2.337 1.825
C -3.315 3.196 -4.164
C -1.933 3.237 -4.278
C -1.150 2.343 -3.557
C -1.729 1.397 -2.715
C -3.120 1.376 -2.604
C -3.907 2.263 -3.324
Ge -0.618 0.101 -1.740
C 1.231 0.544 -2.170
C 1.867 1.701 -1.726
C 3.156 2.001 -2.144
C 3.822 1.154 -3.018
C 3.194 0.004 -3.473
C 1.907 -0.298 -3.050
C -1.073 -1.670 -2.475
C -0.578 -2.853 -1.920
C -0.932 -4.085 -2.454
C -1.785 -4.163 -3.547
C -2.283 -2.996 -4.107
C -1.929 -1.763 -3.573
H -3.928 3.897 -4.718
H -1.461 3.969 -4.922
H -0.071 2.386 -3.656
H -3.596 0.672 -1.931
H -4.984 2.238 -3.210
H 1.360 2.358 -1.031
H 3.645 2.892 -1.769
H 4.835 1.381 -3.331
H 3.714 -0.673 -4.141
H 1.439 -1.214 -3.390
H 0.088 -2.804 -1.068
H -0.539 -4.990 -2.006
H -2.062 -5.127 -3.957
H -2.950 -3.041 -4.960
H -2.324 -0.863 -4.029
*
```

Here is what Löwdin gives for the atomic charges, in e:
1. Be -0.11
2. S 0.55
3. C -1.63
4. S 0.66
5. S 0.66
6. O -0.02
7. C -0.48
8. N -0.14
9. S 0.61
10. O -0.34
11. O -0.35
12. C -0.27
13. C -0.10
14. C -0.15
15. C -0.15
16. C -0.06
17. C -0.18
18. H 0.10
19. H 0.06
20. H 0.07
21. H 0.10
22. Cl 0.51
23. C -0.46
24. C -0.67
25. O 0.00
26. O -0.08
27. H 0.08
28. H 0.07
29. C -0.11
30. C -0.10
31. C -0.09
32. C -0.29
33. C -0.17
34. C -0.10
35. Ge 0.84
36. C -0.29
37. C -0.11
38. C -0.08
39. C -0.11
40. C -0.10
41. C -0.10
42. C -0.28
43. C -0.09
44. C -0.09
45. C -0.12
46. C -0.11
47. C -0.11
48. H 0.09
49. H 0.09
50. H 0.09
51. H 0.08
52. H 0.10
53. H 0.06
54. H 0.10
55. H 0.09
56. H 0.09
57. H 0.10
58. H 0.08
59. H 0.10
60. H 0.09
61. H 0.09
62. H 0.09

***

Entry from the Open Molecules 2025 dataset: an isolated molecule of C5H8O3 (ωB97M-V/def2-TZVPD).

The energy above the lowest of the compared OMol25 structures with the same formula, charge and spin comes out at 343.3 kJ/mol. The HOMO energy is -9.7 eV. The value obtained for the orbital gap is 10.632 eV. The value obtained for the strongest force on any atom is 0.0889 hartree/bohr.

The geometry in ORCA input format:
```
! wB97M-V def2-TZVPD RIJCOSX def2/J DEFGRID3
* xyz 0 1
O 0.535 2.657 -0.092
C -0.522 1.765 -0.326
C 0.215 0.493 -0.581
O 0.860 0.061 0.542
C 0.480 -1.152 1.111
C -0.412 -1.753 0.128
O 0.302 -1.931 -1.036
C -0.547 -0.767 -0.985
H 0.995 2.312 0.690
H -1.072 1.476 0.526
H -1.031 2.300 -1.061
H 1.136 0.590 -1.225
H 1.410 -1.781 1.326
H 0.066 -0.841 2.080
H -1.042 -2.452 0.590
H -1.374 -0.977 -1.685
*
```

Here is what Löwdin gives for the atomic charges, in e:
1. O -0.05
2. C -0.18
3. C -0.31
4. O -0.10
5. C -0.15
6. C -0.26
7. O 0.02
8. C -0.09
9. H 0.09
10. H 0.12
11. H 0.12
12. H 0.18
13. H 0.16
14. H 0.13
15. H 0.14
16. H 0.16